{
  "formula": "C72H90N18",
  "method": "wB97M-V/def2-TZVPD",
  "species": ["N", "N", "N", "N", "N", "N", "N", "N", "N", "N", "N", "N", "N", "N", "N", "N", "N", "N", "C", "C", "C", "C", "C", "C", "C", "C", "C", "C", "C", "C", "C", "C", "C", "C", "C", "C", "C", "C", "C", "C", "C", "C", "C", "C", "C", "C", "C", "C", "C", "C", "C", "C", "C", "C", "C", "C", "C", "C", "C", "C", "C", "C", "C", "C", "C", "C", "C", "C", "C", "C", "C", "C", "C", "C", "C", "C", "C", "C", "C", "C", "C", "C", "C", "C", "C", "C", "C", "C", "C", "C", "H", "H", "H", "H", "H", "H", "H", "H", "H", "H", "H", "H", "H", "H", "H", "H", "H", "H", "H", "H", "H", "H", "H", "H", "H", "H", "H", "H", "H", "H", "H", "H", "H", "H", "H", "H", "H", "H", "H", "H", "H", "H", "H", "H", "H", "H", "H", "H", "H", "H", "H", "H", "H", "H", "H", "H", "H", "H", "H", "H", "H", "H", "H", "H", "H", "H", "H", "H", "H", "H", "H", "H", "H", "H", "H", "H", "H", "H", "H", "H", "H", "H", "H", "H", "H", "H", "H", "H", "H", "H"],
  "xyz": [[-5.96995, 2.64355, -5.59206], [-3.92402, -5.56463, -1.54571], [0.86830, 0.21710, -0.47783], [-9.59153, 4.02468, 0.75973], [-1.66114, -3.23873, 3.70619], [2.70959, 1.19455, 3.59335], [-8.95284, -0.04930, -2.25676], [2.82812, -6.75062, 3.27488], [5.13822, 7.99983, 0.72344], [7.30974, 3.88655, -1.22590], [-2.06891, 1.25831, 5.68982], [2.38295, -4.82723, -1.84359], [4.28977, 3.29045, -4.05613], [6.39945, -0.80533, -1.56395], [-6.22529, -2.89537, 3.78317], [-1.44797, -0.28707, -6.43212], [0.81536, 4.58822, 1.90644], [8.34701, -3.26086, 0.55257], [-8.49303, 2.13276, 0.46923], [-2.11230, -1.62362, -4.85400], [-5.22617, -1.95977, 3.49405], [-9.73409, 2.66456, 0.82050], [3.85617, 0.74986, 4.16165], [5.32310, 3.02926, -0.50503], [-2.25954, -4.29287, 3.09236], [-1.24111, -0.68014, -4.31982], [-3.27798, -3.44768, -1.56964], [-1.11764, 1.18738, -0.25511], [3.11115, 2.58734, -5.82558], [6.25938, 2.15420, -0.11894], [2.15041, -5.96994, 2.40224], [3.03807, -4.96170, 2.09799], [-8.06788, -1.97482, -1.48319], [-5.29228, 3.28144, -3.55618], [-2.53892, 0.72395, 4.47986], [1.89288, 4.22046, 3.73446], [-7.16929, -2.92594, 2.77978], [8.62690, -2.36318, 1.57500], [-6.73433, -1.89787, 1.88402], [4.26967, -5.23549, 2.70889], [-4.18741, 1.70655, 5.57422], [6.40216, -1.49375, -3.69523], [7.14337, -0.87593, -2.72029], [1.36535, -5.19977, -1.04406], [-0.14327, 2.18909, -0.11716], [-7.70549, 3.25045, 0.10170], [-4.66868, 2.06693, -3.87699], [4.10181, -0.54245, 3.67725], [6.94624, -3.41148, 0.53338], [2.15114, 0.08791, 2.95885], [3.81602, 2.01488, -3.80389], [-8.39887, 4.40218, 0.22316], [-0.49648, -0.04530, -0.45554], [7.48895, -1.91302, 2.03363], [-9.24423, -1.28404, -1.65312], [-1.02151, 0.25294, -5.30342], [0.20986, -4.59834, -1.47918], [4.07041, -6.31389, 3.52008], [6.40807, -2.50869, 1.46829], [-4.52581, -4.93305, -0.45809], [-7.60784, 0.05093, -2.32064], [-0.11638, 4.27622, 2.91573], [-1.54295, -4.51447, 1.91358], [3.11845, 1.49458, -4.89535], [0.57547, 3.87236, 3.96025], [3.04091, -0.94220, 2.99010], [-0.53568, -2.82855, 3.02999], [5.22085, 6.74739, 1.21020], [-3.13506, -4.69815, -2.22945], [5.07634, -1.64157, -3.22273], [6.03348, 8.76925, 1.46845], [-3.14462, 1.76610, 6.42229], [0.53006, -3.75096, -2.53250], [1.07049, 1.58852, -0.38462], [-5.59698, -1.27273, 2.39772], [-5.13200, 1.70023, -5.11269], [5.98059, 4.17278, -1.12026], [3.66969, 3.71409, -5.18875], [7.49799, 2.71506, -0.53965], [1.85750, -4.08207, -2.85383], [-3.88195, 0.91488, 4.44924], [-4.16247, -3.63720, -0.50304], [5.09810, -1.25524, -1.79239], [6.17274, 6.63421, 2.26444], [-6.01120, 3.66491, -4.70847], [-7.06111, -1.16215, -2.00040], [2.03273, 4.52537, 2.45452], [6.63705, 7.94071, 2.38317], [-0.52414, -3.61997, 1.86017], [-2.10328, -1.45688, -6.23824], [3.83652, 4.72111, -5.54157], [-4.46552, -1.69996, 4.21538], [4.61048, 1.36716, 4.62680], [1.64576, -0.42512, -0.53467], [1.59879, -5.79676, -0.17485], [-6.65610, 3.35413, -0.13161], [0.09068, 3.47995, 4.84195], [2.41111, -7.60940, 3.60459], [7.31001, -1.12647, 2.75177], [-2.91799, 2.17430, 7.39615], [6.77189, -0.44788, -0.69584], [-1.17326, 4.30103, 2.69484], [-5.12636, -5.43899, 0.28336], [-7.19144, 0.96686, -2.71317], [-8.14485, -3.35925, 2.94389], [-9.64487, 0.68125, -2.17027], [9.66165, -2.12110, 1.76761], [8.45092, 2.29879, -0.24804], [1.10762, -6.09222, 2.14917], [2.36656, 2.14186, 3.66437], [-0.77207, -4.61082, -1.02968], [-5.20497, 1.99834, 5.78835], [2.93256, -4.14494, 1.39930], [-2.70740, -2.48604, -4.59228], [-0.87159, -0.67048, -3.30504], [4.34407, -1.27265, -1.01938], [-2.60444, -1.92902, -7.07029], [-5.11987, 3.83749, -2.64652], [6.08296, 9.79564, 1.13610], [7.91990, 4.36754, -1.87125], [-4.50778, 0.67352, 3.60278], [-0.93042, -1.01602, -0.64474], [2.04207, 2.05684, -0.44036], [-2.42389, -4.93396, -3.00729], [4.19374, -1.91145, -3.78359], [-6.02131, -1.40271, -1.83503], [-1.67487, -5.27021, 1.15341], [2.91466, 4.72666, 1.86455], [4.99194, -1.13360, 3.83411], [4.74567, -6.75570, 4.23788], [-10.26929, 4.59356, 1.24666], [-0.03319, -3.03733, -3.11549], [3.31673, -5.18195, -1.69411], [2.89454, 0.46521, -5.13338], [4.25999, 2.99853, -0.31727], [-8.25613, 1.08065, 0.41129], [0.72125, 4.84324, 0.93370], [4.31726, 1.59488, -2.94438], [-8.02929, 5.41533, 0.28099], [7.32565, 8.34378, 3.11104], [-4.04216, 1.44296, -3.25688], [-3.88498, -6.53922, -1.80794], [-6.50476, 4.58217, -4.99384], [-0.41533, 3.23385, -0.08774], [-3.14400, -4.79291, 3.45855], [9.02423, -3.71257, -0.04527], [6.45582, 5.81344, 2.90679], [-2.05015, -2.63330, 4.41487], [2.76328, 2.35921, -6.82224], [-10.26376, -1.49111, -1.36313], [5.15645, -4.62645, 2.80421], [-6.33699, -3.40867, 4.64580], [-2.71315, -2.57147, -1.85185], [-1.10489, 1.29563, 5.98877], [6.69485, -1.72850, -4.70797], [5.37587, -2.44495, 1.77958], [-0.48524, 1.18968, -5.26670], [5.62334, 5.15208, -1.40268], [2.46638, -3.60714, -3.60889], [6.45220, -4.13224, -0.10130], [-4.92765, -0.53662, 1.97757], [-7.98020, -2.94075, -1.00813], [2.76816, 4.15070, 4.36329], [1.19913, 0.22667, 2.46812], [0.09454, -3.54373, 0.97822], [-4.48102, -2.89994, 0.21901], [-10.54170, 2.11142, 1.27678], [4.65241, 5.95967, 0.73822], [4.63171, 8.28123, -0.10382], [-7.35694, -1.51653, 1.08819], [6.00926, 1.30886, 0.50494], [-1.38351, 0.17929, -7.32568], [-1.92047, 0.10392, 3.84781], [4.96143, 3.84640, -3.54632], [8.20609, -0.72106, -2.60622], [2.97647, -1.94697, 2.59934], [-4.99811, 0.80637, -5.70385], [0.10901, -2.05813, 3.42649], [-2.17091, 1.38971, -0.38200], [-6.31118, 2.65641, -6.54258]],
  "atomic_forces_ev_per_a": [[0.420, 0.300, -0.380], [0.328, -0.714, -0.017], [-0.256, 1.057, -0.355], [-2.523, 0.221, 0.424], [0.610, 0.556, 0.697], [-0.037, -1.953, 0.438], [-1.263, -1.668, 1.676], [-1.828, -2.080, 0.776], [1.256, 0.122, 1.223], [-1.052, -0.898, 1.367], [-0.337, -0.755, -0.319], [-0.118, -0.582, -0.591], [-2.301, -0.450, -0.362], [-1.306, -0.349, -0.885], [0.514, -0.034, -0.104], [-0.500, 0.729, -2.978], [-1.154, 0.449, -0.038], [-1.950, -0.087, 0.867], [-0.979, 0.477, -0.398], [-0.383, -2.431, -2.665], [-1.054, -0.894, 2.217], [2.128, -0.607, 0.313], [2.049, -0.468, -0.945], [-1.358, 4.937, -1.773], [0.018, -0.237, -1.160], [-0.703, 0.717, 1.643], [0.872, -1.428, -1.677], [-0.362, -1.308, -0.282], [-0.422, -0.023, 1.005], [3.049, 0.068, 0.070], [0.630, 1.258, -0.149], [0.060, 0.560, -1.548], [-1.730, -0.236, -0.051], [-0.215, 1.089, -1.356], [0.975, -0.289, 1.352], [2.938, -1.292, 2.053], [1.572, 2.850, -0.588], [3.340, -1.169, -2.430], [-2.498, -1.033, 0.453], [0.470, 0.567, 1.332], [-2.885, -0.580, 0.708], [-0.841, 0.663, -0.430], [0.365, -0.938, 1.257], [-0.463, -0.504, 1.182], [0.247, -0.268, -1.273], [1.910, -0.302, -0.671], [-0.359, -0.924, -0.047], [3.107, 1.876, 2.960], [0.480, 0.644, 0.260], [-1.289, 1.931, -0.806], [1.905, -0.682, 0.538], [-0.412, -0.002, 1.584], [0.346, 1.319, 0.215], [-1.513, 3.333, 3.357], [-0.211, 0.582, -0.281], [1.786, 0.110, 1.413], [-0.879, 0.331, 1.422], [1.018, -0.174, -0.111], [-0.726, -3.063, -2.477], [-0.088, -1.385, -0.669], [0.573, 0.678, -1.345], [-1.237, 0.121, -4.173], [-1.765, -1.366, 0.836], [1.721, 2.004, 0.578], [-1.079, 0.131, 3.082], [-2.545, -1.722, -1.831], [-0.816, -0.944, -1.592], [0.444, -2.400, 0.750], [-0.167, 2.735, 1.450], [0.193, 0.746, 3.781], [-0.963, -0.027, -1.387], [2.419, 0.316, -0.986], [2.044, -0.927, -1.809], [-0.279, -0.193, 1.035], [1.008, -0.440, -0.888], [0.372, -1.443, -0.501], [-1.635, -1.714, 0.083], [0.611, -0.846, -2.296], [0.041, -2.003, 0.643], [-0.060, 2.321, -0.064], [0.570, 0.941, -0.947], [0.060, 1.174, 0.665], [1.410, -0.237, -3.390], [-1.902, 0.723, -1.866], [-0.129, 0.628, 1.558], [1.462, 0.554, 1.078], [1.114, 1.067, -1.996], [0.713, 1.965, 0.474], [2.080, 2.252, 0.622], [-0.503, 0.935, 0.846], [-0.039, -0.141, -0.209], [0.023, -0.378, -0.059], [-0.410, 0.310, 0.160], [-0.452, -0.119, -0.116], [-0.335, -0.070, -0.117], [0.057, -0.777, -0.310], [0.271, 0.211, 0.197], [0.329, 0.196, 0.266], [0.609, -0.018, 0.322], [-0.477, 0.179, -0.141], [-0.256, -0.216, -0.118], [0.116, -0.219, 0.078], [-0.029, -0.151, -0.349], [0.346, -0.142, 0.070], [0.253, -0.291, -0.320], [0.538, 0.219, -0.330], [-0.188, 0.181, 0.145], [0.233, 0.254, -0.615], [0.168, -0.170, 0.087], [-0.348, -0.224, -0.150], [0.166, -0.288, 0.237], [0.067, 0.186, 0.206], [-0.497, -0.019, 0.024], [0.480, -0.005, 1.364], [-0.243, 0.424, 0.046], [0.104, 0.080, -0.119], [-0.007, -0.146, 0.288], [-0.216, 0.178, -0.200], [0.501, 0.077, 0.678], [0.255, -0.137, 0.615], [-0.096, 0.062, 0.388], [0.259, -0.007, 0.172], [0.078, -0.387, 0.055], [-0.374, -0.370, -0.042], [0.132, -0.209, 0.143], [0.139, 0.210, -0.551], [-0.464, -0.048, 0.180], [-0.015, 0.096, 0.176], [0.016, 0.137, 0.315], [-0.230, -0.221, -0.135], [0.229, 0.328, -0.542], [-0.327, -0.287, 0.091], [-0.139, 0.273, -0.507], [-0.254, 0.144, 0.412], [0.029, -0.016, 0.028], [0.139, 0.112, 0.024], [-0.699, -0.098, 0.405], [-0.521, -0.730, 0.061], [-0.272, -0.050, -0.303], [0.123, -0.243, 0.020], [0.009, 0.137, -0.007], [-0.494, 0.095, 0.574], [-0.109, -0.062, 0.369], [0.401, -0.062, 0.099], [0.071, 0.287, 0.101], [-0.335, 0.005, 0.242], [-0.277, -0.134, -0.393], [-0.083, -0.588, 0.176], [-0.252, 1.033, -0.109], [0.097, -0.175, -0.097], [-0.097, 0.089, -0.465], [0.354, 0.120, -0.221], [-0.235, 0.119, 0.059], [-0.269, -0.246, -0.116], [0.218, 0.133, 0.113], [0.066, 0.170, -0.261], [0.076, -0.169, -0.074], [-0.215, -0.251, -0.268], [0.153, -0.227, 0.079], [0.173, 0.126, -0.073], [-0.463, 0.151, -0.356], [0.115, 0.022, -0.193], [-0.228, -0.183, 0.404], [-0.005, -0.234, -0.056], [0.490, 0.150, 0.376], [0.038, 0.008, -0.029], [-0.277, 0.536, -0.156], [-0.015, -0.018, 0.137], [0.114, -0.046, 0.373], [0.214, -0.246, -0.253], [0.648, -0.171, -0.070], [-0.010, -0.119, 0.191], [0.219, 0.360, -0.089], [-0.476, -0.401, 0.448], [-0.039, 0.216, -0.400], [-0.574, 0.111, -0.247], [0.270, -0.063, 0.246], [-0.122, 0.026, -0.219], [-0.065, -0.249, 0.388], [-0.014, 0.094, 0.360]],
  "lowdin_charge": [0.00, 0.01, 0.03, -0.02, 0.00, 0.05, 0.01, -0.01, 0.01, 0.03, 0.00, 0.02, 0.01, 0.00, 0.00, -0.02, 0.04, 0.03, -0.09, -0.12, -0.14, -0.13, -0.13, -0.12, -0.13, -0.12, -0.11, -0.12, -0.11, -0.13, -0.13, -0.13, -0.14, -0.11, -0.12, -0.17, -0.10, -0.15, -0.10, -0.11, -0.13, -0.13, -0.15, -0.15, -0.13, -0.14, -0.12, -0.15, -0.10, -0.12, -0.14, -0.14, -0.12, -0.19, -0.13, -0.15, -0.13, -0.15, -0.13, -0.13, -0.16, -0.11, -0.14, -0.09, -0.14, -0.16, -0.09, -0.17, -0.14, -0.09, -0.13, -0.12, -0.09, -0.13, -0.14, -0.16, -0.15, -0.15, -0.12, -0.13, -0.12, -0.14, -0.09, -0.07, -0.14, -0.11, -0.16, -0.15, -0.14, -0.13, 0.09, 0.09, 0.10, 0.13, 0.09, 0.09, 0.10, 0.15, 0.10, 0.11, 0.11, 0.12, 0.11, 0.10, 0.10, 0.14, 0.11, 0.10, 0.10, 0.08, 0.07, 0.09, 0.08, 0.08, 0.07, 0.08, 0.11, 0.08, 0.10, 0.15, 0.07, 0.09, 0.09, 0.11, 0.06, 0.09, 0.09, 0.11, 0.09, 0.11, 0.14, 0.08, 0.15, 0.09, 0.08, 0.08, 0.14, 0.09, 0.11, 0.09, 0.09, 0.14, 0.10, 0.08, 0.10, 0.14, 0.09, 0.13, 0.08, 0.10, 0.08, 0.14, 0.08, 0.13, 0.09, 0.08, 0.12, 0.09, 0.09, 0.10, 0.10, 0.09, 0.11, 0.10, 0.07, 0.09, 0.10, 0.08, 0.15, 0.07, 0.10, 0.15, 0.10, 0.12, 0.10, 0.09, 0.11, 0.09, 0.09, 0.15],
  "mol_weight_g_mol": 1207.638,
  "e_lumo_ha": 0.0139,
  "e_homo_ev": -7.45,
  "homo_lumo_gap_ev": 7.82,
  "e_above_lowest_ev": 6.5981
}